DFT (ωB97M-V/def2-TZVPD) results for a 11-piece molecular cluster, C44H88O31 overall.

Properties
energy above the lowest of the compared OMol25 structures with the same formula, charge and spin	821.1	kJ/mol
E_tot	-4061.53239	Ha
SMILES string	CCOC(=O)OC.CCOC(=O)OC.CCOC(=O)OC.CCOC(=O)OC.CCOC(=O)OC.CCOC(=O)OC.CCOC(=O)OC.CCOC(=O)OC.CCOC(=O)OC.CCOC(=O)OC.C1CCOC1
Kohn-Sham gap	9.8	eV

ORCA input file:
```
! wB97M-V def2-TZVPD RIJCOSX def2/J DEFGRID3
* xyz 0 1
C 1.6914 -9.3510 7.6496
C 0.3355 -9.3879 6.8587
O 0.5053 -8.4443 5.7466
C 0.6841 -8.9441 4.4725
O 0.7985 -8.2681 3.4094
O 0.7796 -10.3478 4.4398
C 0.9802 -11.0010 3.2261
H 1.7430 -8.3535 8.0858
H 2.5776 -9.3207 7.0157
H 1.8082 -10.0942 8.4384
H -0.5182 -9.0445 7.4431
H 0.1744 -10.4119 6.5217
H 1.8973 -10.6996 2.7200
H 0.1949 -10.5747 2.6018
H 0.6286 -12.0291 3.3133
C -1.6230 8.7973 -7.7260
C -0.9981 9.3013 -6.3951
O 0.2031 8.5485 -6.0287
C 0.2885 7.5856 -4.9953
O -0.7085 7.1153 -4.4320
O 1.6113 7.2024 -4.8672
C 1.9127 6.1743 -3.8959
H -0.9004 8.9357 -8.5303
H -2.6138 9.2146 -7.9053
H -1.7514 7.7170 -7.6575
H -1.7222 9.1169 -5.6014
H -0.9627 10.3895 -6.4475
H 1.3542 5.2894 -4.2013
H 1.5187 6.4469 -2.9168
H 2.9701 5.9361 -3.7813
C -1.5169 11.0952 1.7273
C -0.7606 11.1899 0.3692
O -0.5916 12.5590 0.0339
C 0.5707 13.1723 0.3941
O 1.6035 12.5614 0.7322
O 0.3902 14.4099 -0.0083
C 1.5041 15.2281 -0.2124
H -1.1292 10.2625 2.3142
H -2.5798 11.1415 1.4904
H -1.3150 11.9900 2.3161
H -1.3875 10.7252 -0.3919
H 0.2152 10.7060 0.4110
H 1.3003 16.2643 -0.4823
H 2.1457 14.9359 -1.0437
H 2.1370 15.2486 0.6748
C -7.6673 -3.2761 -1.5519
C -7.6022 -3.4297 -3.0976
O -7.9917 -4.6961 -3.4668
C -8.8100 -4.9114 -4.4034
O -9.4404 -4.0101 -5.0236
O -9.0860 -6.2628 -4.5245
C -10.2244 -6.7272 -5.2435
H -6.8470 -3.8725 -1.1525
H -8.6188 -3.6117 -1.1393
H -7.6799 -2.2106 -1.3227
H -6.5855 -3.4054 -3.4897
H -8.1632 -2.5487 -3.4094
H -10.1890 -6.5356 -6.3159
H -11.1270 -6.1879 -4.9561
H -10.2899 -7.8106 -5.1441
C 6.3438 -13.8763 -4.0009
C 6.0648 -12.7014 -5.0056
O 5.7617 -11.4904 -4.3547
C 5.7843 -10.3577 -5.0307
O 5.9172 -10.3016 -6.2741
O 5.4519 -9.3552 -4.2560
C 5.4089 -8.0158 -4.7130
H 5.7925 -14.7028 -4.4492
H 5.8009 -13.7284 -3.0673
H 7.3728 -14.1598 -3.7798
H 5.3830 -13.0432 -5.7844
H 7.0390 -12.6170 -5.4870
H 6.3460 -7.8775 -5.2524
H 5.3594 -7.2075 -3.9833
H 4.6045 -7.7428 -5.3960
C 5.9722 2.3211 -8.5736
C 5.4568 0.9171 -8.0025
O 4.3762 1.2114 -7.1433
C 3.1543 1.1395 -7.6322
O 2.8137 1.1519 -8.7775
O 2.3212 1.2019 -6.5628
C 0.9790 1.5074 -6.8764
H 6.2809 3.0230 -7.7989
H 5.1735 2.7654 -9.1676
H 6.8883 2.1176 -9.1282
H 6.1966 0.4843 -7.3291
H 5.2675 0.1744 -8.7776
H 0.3684 0.6509 -6.5904
H 0.8298 1.9248 -7.8722
H 0.7443 2.3533 -6.2303
C 7.3367 -0.5123 2.1000
C 6.6728 -1.6250 1.3910
O 7.6091 -2.0940 0.4025
C 8.4612 -3.1472 0.6912
O 8.5888 -3.5914 1.8371
O 8.9541 -3.5380 -0.4745
C 9.8079 -4.6220 -0.6310
H 8.3198 -0.8629 2.4140
H 6.8025 -0.2643 3.0172
H 7.4384 0.2924 1.3718
H 5.8316 -1.1532 0.8832
H 6.3265 -2.3967 2.0786
H 10.3435 -4.9305 0.2668
H 10.4875 -4.4049 -1.4551
H 9.3054 -5.5476 -0.9119
C -5.4002 -8.6300 -0.0726
C -6.4401 -8.1299 1.0371
O -7.8055 -8.1613 0.7248
C -8.7028 -7.4751 1.3163
O -8.5338 -6.7931 2.3176
O -9.9175 -7.6275 0.7469
C -11.2460 -7.2546 1.2671
H -5.2261 -9.6818 0.1546
H -4.4780 -8.0517 -0.0168
H -5.7767 -8.6214 -1.0955
H -6.2609 -7.1016 1.3511
H -6.2268 -8.6756 1.9562
H -11.8950 -7.6817 0.5026
H -11.2657 -6.1655 1.2287
H -11.4410 -7.5492 2.2983
C -0.1036 2.9215 2.1907
C -1.0015 1.8797 1.5849
O -0.1960 0.8122 1.1389
C -0.7888 -0.1823 0.4493
O -2.0162 -0.3438 0.1787
O 0.1884 -1.0663 0.0471
C -0.3229 -2.2521 -0.6094
H 0.7747 2.5442 2.7144
H -0.6533 3.2670 3.0662
H -0.0115 3.6832 1.4165
H -1.5919 2.2922 0.7668
H -1.8370 1.5732 2.2143
H -0.9463 -2.7979 0.0988
H 0.4878 -2.9152 -0.9115
H -0.6736 -2.0813 -1.6272
C -3.5396 6.1928 8.4820
C -3.6311 4.7068 8.1277
O -4.0221 4.5281 6.8353
C -5.3438 4.6450 6.5147
O -6.3045 4.7345 7.3431
O -5.4940 4.5610 5.2521
C -6.7369 4.7399 4.5308
H -4.5470 6.5827 8.6274
H -3.1137 6.6690 7.5988
H -2.9436 6.5605 9.3173
H -4.2164 4.2213 8.9085
H -2.7077 4.1287 8.1633
H -7.2119 3.7860 4.3015
H -6.6190 5.2257 3.5622
H -7.4465 5.3362 5.1043
C 4.5728 8.6593 6.6638
C 4.6832 9.2535 8.0756
C 3.3422 9.9524 8.4075
O 2.6836 10.0972 7.0295
C 3.6439 9.6629 5.9990
H 4.0022 7.7308 6.6503
H 5.5412 8.6089 6.1660
H 5.4466 10.0285 8.0068
H 4.9251 8.5231 8.8476
H 3.5129 10.9739 8.7474
H 2.8832 9.3327 9.1779
H 4.0867 10.6241 5.7381
H 3.1995 9.3388 5.0579
*
```

Atom charges from the Mulliken analysis, given in e for atoms 1 to 8: -1.036 -0.126 -0.301 0.675 -0.581 -0.313 -0.697 0.304